*w*
This record from the OMol25 dataset describes a cluster of 2 separate species, CH5NO2S in total. The level of theory is the ωB97M-V functional and the def2-TZVPD basis.

Output
HOMO (spin up / spin down) = -0.343 / -0.328 hartree
Kohn-Sham gap (spin up / spin down) = 8.82 / 8.34 eV

Last column: natural (NBO) charge in e.
Element x y z (Å)
C: -1.273 0.517 0.381  -0.781
N: 0.582 -0.590 -1.323  -0.320
O: 0.852 -0.758 1.049  -0.990
O: 1.167 -1.733 -1.181  -0.428
S: 0.565 0.316 0.065  1.392
H: -1.293 0.520 1.458  0.247
H: -1.656 1.440 -0.108  0.235
H: -1.778 -0.355 -0.030  0.245
H: 1.306 -1.827 -0.130  0.480
H: 1.528 2.468 -0.179  -0.081

***

*x*
This record from the OMol25 dataset describes a cluster of 2 separate species, CH5NO2S in total. The level of theory is the ωB97M-V functional and the def2-TZVPD basis.

Output
HOMO = -0.360 hartree
Kohn-Sham gap = 10.54 eV

Last column: natural (NBO) charge in e.
Element x y z (Å)
C: -2.103 0.382 0.128  -0.034
N: -1.803 -0.352 -0.840  -0.624
O: 2.528 1.223 -0.115  -0.938
O: 1.257 -0.792 0.499  -0.894
S: 2.691 -0.205 -0.098  1.340
H: 0.730 -1.120 -0.192  0.498
H: -2.799 1.205 0.037  0.150
H: -1.396 0.394 0.967  0.172
H: -2.436 -0.332 -1.630  0.339
H: 3.331 -0.402 1.246  -0.008

***

Stability, highest: *x*

***

*w*
This record from the OMol25 dataset describes a cluster of 2 separate species, C5H14N2O in total. The level of theory is the ωB97M-V functional and the def2-TZVPD basis.

Output
HOMO = -0.304 hartree
Kohn-Sham gap = 9.21 eV
SMILES string = N/C=C/CCCN.O

Last column: natural (NBO) charge in e.
Element x y z (Å)
N: -2.681 -0.734 1.211  -0.833
C: -2.002 -0.940 -0.025  -0.002
C: -0.779 -1.449 -0.038  -0.280
C: 0.151 -1.518 -1.233  -0.438
C: 0.662 -0.090 -1.599  -0.405
C: 0.935 0.907 -0.452  -0.246
N: 2.085 0.796 0.455  -0.854
H: -2.097 -0.861 2.019  0.371
H: -3.625 -1.065 1.317  0.377
H: -2.628 -0.632 -0.867  0.191
H: -0.373 -1.720 0.937  0.187
H: -0.525 -1.737 -2.070  0.218
H: 0.940 -2.217 -1.004  0.211
H: 1.433 -0.049 -2.342  0.204
H: -0.204 0.347 -2.167  0.200
H: 0.096 0.802 0.236  0.198
H: 0.877 1.910 -0.893  0.192
H: 2.222 -0.177 0.712  0.355
H: 2.956 1.071 0.009  0.358
O: 0.743 2.716 2.255  -0.946
H: 0.486 2.693 1.319  0.458
H: 1.331 1.943 2.222  0.482

***

*x*
This record from the OMol25 dataset describes a cluster of 2 separate species, C5H14N2O in total. The level of theory is the ωB97M-V functional and the def2-TZVPD basis.

Output
HOMO = -0.313 hartree
Kohn-Sham gap = 9.47 eV
SMILES string = C=C(C)O.NCCN

Last column: natural (NBO) charge in e.
Element x y z (Å)
C: 2.289 1.418 0.751  -0.499
C: 2.278 1.629 -0.553  0.309
C: 1.700 0.698 -1.564  -0.676
O: 2.852 2.774 -1.061  -0.687
H: 1.910 0.498 1.162  0.215
H: 2.731 2.138 1.424  0.205
H: 1.423 -0.249 -1.109  0.231
H: 0.789 1.132 -1.989  0.214
H: 2.394 0.516 -2.385  0.215
H: 2.519 2.930 -1.951  0.471
N: -2.702 -1.903 -0.781  -0.841
C: -1.518 -1.533 -0.011  -0.217
C: -1.891 -0.532 1.058  -0.218
N: -0.721 -0.153 1.860  -0.829
H: -3.392 -2.350 -0.195  0.353
H: -2.465 -2.477 -1.575  0.362
H: -0.793 -1.091 -0.697  0.188
H: -1.003 -2.400 0.429  0.153
H: -2.300 0.364 0.595  0.196
H: -2.704 -0.972 1.658  0.151
H: -1.001 0.527 2.558  0.359
H: -0.395 -0.964 2.376  0.347

***

*y*
This record from the OMol25 dataset describes a structure of composition C5H14N2O. The level of theory is the ωB97M-V functional and the def2-TZVPD basis.

Output
HOMO (spin up / spin down) = -0.284 / -0.284 hartree
Kohn-Sham gap (spin up / spin down) = 8.18 / 8.18 eV

Last column: natural (NBO) charge in e.
Element x y z (Å)
C: -0.428 1.863 -0.136  -0.336
C: -1.379 -0.059 -0.478  0.608
N: -2.259 -0.093 0.560  -0.872
N: -0.496 2.065 1.288  -0.877
O: -1.638 -0.346 -1.625  -0.621
H: -1.982 0.427 1.384  0.418
H: -3.235 -0.225 0.343  0.399
H: 0.409 1.976 1.733  0.365
H: -0.913 2.951 1.555  0.370
H: 0.385 2.346 -0.685  0.185
H: -1.339 2.205 -0.617  0.198
C: 0.934 -1.325 0.156  -0.238
C: 0.928 -2.283 -1.007  -0.631
C: 1.793 -0.142 0.101  -0.662
H: 0.830 -1.791 1.134  0.209
H: -0.240 -0.695 -0.001  0.152
H: 1.884 -2.811 -1.077  0.211
H: 2.542 -0.167 -0.688  0.218
H: 1.076 0.740 -0.151  0.247
H: 0.750 -1.746 -1.940  0.227
H: 0.136 -3.025 -0.904  0.219
H: 2.241 0.135 1.055  0.211

***

Stability, highest: *x*

***

*w*
This record from the OMol25 dataset describes a structure of composition C5H14N2O. The level of theory is the ωB97M-V functional and the def2-TZVPD basis.

Output
HOMO = -0.267 hartree
Kohn-Sham gap = 8.13 eV

Last column: natural (NBO) charge in e.
Element x y z (Å)
C: -0.248 0.408 0.717  0.117
C: 0.595 -0.016 -0.367  -0.030
C: -1.037 -1.289 0.967  -0.427
C: 1.789 -0.907 -0.139  -0.657
C: -1.950 -1.702 -0.161  -0.639
N: 1.270 1.659 -0.828  -0.547
N: 0.170 2.491 -1.241  -0.721
O: 0.385 0.812 1.879  -0.720
H: 0.187 1.758 1.974  0.480
H: 1.708 2.072 0.001  0.330
H: -1.103 1.027 0.443  0.198
H: 0.058 -0.195 -1.294  0.212
H: -0.023 2.311 -2.226  0.345
H: 0.389 3.487 -1.184  0.352
H: -0.314 -2.050 1.259  0.199
H: -1.590 -1.037 1.874  0.201
H: 1.538 -1.950 -0.340  0.218
H: 2.588 -0.625 -0.830  0.238
H: 2.178 -0.834 0.878  0.227
H: -2.767 -2.341 0.194  0.218
H: -2.414 -0.832 -0.641  0.206
H: -1.407 -2.248 -0.936  0.202

***

*x*
This record from the OMol25 dataset describes the molecule C5H14N2O. The level of theory is the ωB97M-V functional and the def2-TZVPD basis.

Output
HOMO = -0.331 hartree
Kohn-Sham gap = 9.96 eV
SMILES string = CNC[C@H](CO)NC

Last column: natural (NBO) charge in e.
Element x y z (Å)
C: 2.152 -2.139 1.487  -0.439
N: 1.790 -1.125 0.542  -0.633
C: 0.541 -0.428 1.098  -0.215
C: -0.130 0.500 0.014  -0.106
C: -1.146 1.442 0.692  -0.079
O: -2.102 1.866 -0.284  -0.717
N: -0.782 -0.284 -1.005  -0.650
C: -0.387 0.198 -2.406  -0.416
H: 2.722 -1.559 2.272  0.199
H: 3.070 -2.749 1.174  0.203
H: 1.311 -2.862 1.806  0.175
H: 1.526 -1.577 -0.350  0.353
H: 1.064 0.171 2.013  0.190
H: -0.210 -1.145 1.544  0.178
H: 0.750 1.121 -0.353  0.201
H: -1.779 1.094 1.443  0.182
H: -0.653 2.289 1.013  0.168
H: -1.518 2.108 -1.089  0.456
H: -1.811 -0.267 -0.922  0.385
H: 0.683 0.004 -2.566  0.202
H: -0.582 1.276 -2.639  0.155
H: -0.986 -0.414 -3.139  0.208

***

*y*
This record from the OMol25 dataset describes the molecule C5H14N2O. The level of theory is the ωB97M-V functional and the def2-TZVPD basis.

Output
HOMO = -0.308 hartree
Kohn-Sham gap = 9.33 eV
SMILES string = C[C@H](O)[C@H](C)NCN

Last column: natural (NBO) charge in e.
Element x y z (Å)
C: 1.172 1.504 0.104  -0.653
C: 1.274 -0.011 0.258  0.094
O: 2.562 -0.444 -0.255  -0.740
C: 0.156 -0.832 -0.414  -0.058
C: 0.337 -0.868 -1.933  -0.628
N: -1.165 -0.392 -0.093  -0.669
C: -1.597 -0.121 1.257  -0.033
N: -2.480 1.026 1.348  -0.851
H: 1.847 1.836 -0.669  0.222
H: 0.143 1.770 -0.134  0.212
H: 1.392 1.981 1.026  0.219
H: 1.426 -0.370 1.274  0.189
H: 2.585 -0.587 -1.200  0.464
H: 0.363 -1.883 -0.145  0.164
H: 1.093 -1.576 -2.264  0.213
H: 0.494 0.094 -2.396  0.209
H: -0.568 -1.244 -2.429  0.214
H: -1.836 -0.448 -0.822  0.376
H: -2.085 -0.989 1.705  0.162
H: -0.695 0.104 1.810  0.170
H: -2.405 1.715 0.620  0.367
H: -3.442 0.745 1.447  0.358

***

*z*
This record from the OMol25 dataset describes a cluster of 2 separate species, C5H14N2O in total. The level of theory is the ωB97M-V functional and the def2-TZVPD basis.

Output
HOMO = -0.323 hartree
Kohn-Sham gap = 9.72 eV
SMILES string = NCC(O)CN.C=C

Last column: natural (NBO) charge in e.
Element x y z (Å)
N: 1.027 2.195 0.438  -0.820
C: 0.739 1.640 -0.869  -0.251
C: 0.931 0.096 -0.997  0.066
O: 1.435 -0.478 0.173  -0.744
C: -0.428 -0.617 -1.433  -0.238
N: -0.353 -2.061 -1.446  -0.833
H: 0.340 1.888 1.118  0.341
H: 1.939 1.875 0.752  0.364
H: -0.288 1.906 -1.131  0.185
H: 1.401 2.136 -1.586  0.191
H: 1.671 -0.131 -1.772  0.165
H: 0.728 -0.463 0.878  0.478
H: -1.252 -0.319 -0.781  0.182
H: -0.668 -0.254 -2.441  0.191
H: -0.001 -2.394 -0.552  0.358
H: 0.308 -2.374 -2.152  0.353
C: -1.771 -0.229 1.605  -0.349
C: -0.708 -0.649 2.290  -0.460
H: -1.982 0.819 1.463  0.197
H: -2.430 -0.921 1.106  0.206
H: -0.092 0.035 2.855  0.207
H: -0.546 -1.699 2.481  0.211

***

Stability, highest: *y*